This record from OMol25 describes CH2I2S as an isolated structure. The level of theory is ωB97M-V/def2-TZVPD.

Its molar mass is 299.9 g/mol. Its orbital gap (spin up / spin down) is 6.26 / 7.36 eV. For the relative energy (zero: lowest compared OMol25 entry of this formula, charge and spin), the calculation gives 39.5 kcal per mole.

```
! RIJCOSX wB97M-V def2-TZVPD def2/J DEFGRID3
* xyz 0 1
C 0.31 -0.03 -0.62
S 0.77 1.32 0.36
I -2.54 -0.06 0.11
I 0.93 -1.93 0.14
H 0.14 -0.03 -1.65
H 0.38 0.73 1.66
*
```

***

This record from OMol25 describes C45H53AsBN6S4SbSe4Y as an isolated structure. The level of theory is ωB97M-V/def2-TZVPD.

Its molar mass is 1418.5 g/mol. Its orbital gap (spin up / spin down) is 5.43 / 4.68 eV.

```
! RIJCOSX wB97M-V def2-TZVPD def2/J DEFGRID3
* xyz 1 1
Y 0.83 0.47 -2.08
C -3.37 4.35 -0.96
C -2.29 4.22 0.08
C -2.32 4.91 1.26
C -1.42 4.50 2.31
N -0.48 3.60 2.15
N -0.57 2.89 0.98
B 0.19 1.62 1.09
N -0.50 0.27 0.90
N -1.72 0.57 1.50
C -2.54 -0.41 1.73
C -2.09 -1.76 1.54
C -0.91 -2.03 0.95
C -0.53 -3.46 0.78
C -0.02 -0.92 0.57
S 1.39 -1.32 -0.42
C -3.77 -0.05 2.57
C -5.07 -0.91 2.16
C -4.20 1.39 2.42
C -3.24 -0.27 4.01
N 1.49 1.72 1.81
N 1.46 1.00 3.05
C 2.60 0.87 3.63
C 3.83 1.30 2.95
C 3.82 2.02 1.82
C 4.97 2.93 1.45
C 2.56 2.14 1.07
S 2.38 2.72 -0.70
C 2.57 0.28 5.10
C 3.55 -0.90 5.20
C 1.18 -0.12 5.53
C 3.09 1.44 6.03
C -1.24 3.28 -0.16
S -0.99 2.41 -1.75
C -1.63 5.15 3.69
C -0.54 6.22 3.82
C -3.01 5.79 3.77
C -1.54 4.16 4.83
H -3.07 3.76 -1.81
H -3.44 5.39 -1.39
H -4.34 3.95 -0.62
H -2.93 5.80 1.32
H -2.79 -2.54 1.81
H -1.08 -4.05 0.08
H -0.79 -3.96 1.72
H 0.54 -3.62 0.58
H -5.04 -1.09 1.05
H -5.98 -0.36 2.48
H -5.02 -1.93 2.60
H -4.48 1.68 1.38
H -3.34 2.06 2.66
H -5.09 1.57 3.02
H -2.84 -1.30 4.13
H -4.03 -0.07 4.75
H -2.34 0.40 4.16
H 4.78 1.15 3.46
H 5.15 3.12 0.37
H 5.89 2.52 1.90
H 4.76 3.90 1.98
H 2.93 -1.84 5.07
H 4.06 -0.98 6.13
H 4.39 -0.94 4.48
H 0.94 -1.21 5.21
H 0.41 0.58 5.13
H 1.22 -0.17 6.62
H 4.15 1.55 5.77
H 3.03 1.17 7.13
H 2.65 2.45 5.92
H -0.70 6.95 2.96
H 0.44 5.87 3.64
H -0.63 6.79 4.77
H -3.20 6.46 2.90
H -3.11 6.37 4.70
H -3.79 5.06 3.79
H -0.67 3.46 4.79
H -2.43 3.49 4.89
H -1.42 4.62 5.85
S 2.85 -0.91 -3.60
C 2.18 -0.14 -5.08
C 2.02 1.18 -5.42
C 1.43 1.45 -6.65
C 0.95 0.46 -7.54
C 1.09 -0.88 -7.23
C 1.64 -1.14 -5.94
As 1.09 -2.52 -4.74
C 2.76 -3.55 -4.07
C 2.69 -4.13 -2.83
C 3.83 -4.63 -2.25
C 5.12 -4.57 -2.91
C 5.16 -4.07 -4.17
C 3.96 -3.62 -4.76
C 0.45 -3.86 -6.00
C -0.70 -3.71 -6.79
C -1.10 -4.65 -7.70
C -0.53 -5.93 -7.74
C 0.52 -6.17 -6.84
C 1.09 -5.11 -6.12
H 2.35 1.98 -4.68
H 1.37 2.51 -6.94
H 0.49 0.73 -8.49
H 0.71 -1.72 -7.87
H 1.73 -4.35 -2.36
H 3.85 -5.07 -1.24
H 5.94 -4.99 -2.42
H 6.11 -3.95 -4.70
H 3.93 -3.33 -5.80
H -1.28 -2.81 -6.63
H -1.90 -4.38 -8.36
H -0.92 -6.71 -8.39
H 1.05 -7.16 -6.83
H 2.04 -5.29 -5.59
Se -6.02 -7.98 -1.25
Sb -5.40 -6.07 -2.75
Se -6.90 -5.61 -0.78
Se -7.31 -4.12 -2.89
Se -1.05 -1.31 -3.73
*
```

***

This record from OMol25 describes C6H12O as an isolated structure. The level of theory is ωB97M-V/def2-TZVPD.

Its molar mass is 100.2 g/mol. Its orbital gap is 9.46 eV. For the relative energy (zero: lowest compared OMol25 entry of this formula, charge and spin), the calculation gives 95.1 kcal per mole.

```
! RIJCOSX wB97M-V def2-TZVPD def2/J DEFGRID3
* xyz 0 1
C 1.79 -0.93 1.55
C 0.70 -0.16 1.47
C 0.72 1.09 0.69
O -0.39 1.36 0.00
C -1.12 0.41 -0.68
C -0.68 0.53 -2.07
C -1.12 -0.95 -0.10
H 2.61 -0.73 0.87
H 0.09 -1.34 0.47
H 1.88 -1.72 2.28
H -0.07 -0.32 2.22
H 0.76 1.93 1.38
H 1.60 1.19 0.05
H -2.11 0.86 -0.60
H -0.58 1.56 -2.39
H -1.39 -0.05 -2.64
H 0.30 0.07 -2.16
H -0.97 -1.75 -0.81
H -2.04 -1.07 0.48
*
```

***

This record from OMol25 describes a 2-piece molecular cluster, C4H11N2S overall. The level of theory is ωB97M-V/def2-TZVPD.

Its molar mass is 119.2 g/mol. Its orbital gap is 9.31 eV. For the relative energy (zero: lowest compared OMol25 entry of this formula, charge and spin), the calculation gives 110.3 kcal per mole.

```
! RIJCOSX wB97M-V def2-TZVPD def2/J DEFGRID3
* xyz 1 1
C -2.86 -0.80 0.02
C -1.89 -0.02 0.76
C 2.14 1.41 0.05
C 2.03 -1.33 -0.17
N -0.19 0.23 -0.35
N -2.86 0.66 -0.08
S 1.05 0.03 0.59
H -2.55 -1.34 -0.87
H -3.72 -1.24 0.53
H -1.80 0.15 1.81
H 2.13 1.48 -1.03
H 3.14 1.21 0.43
H 1.76 2.33 0.49
H 2.99 -1.36 0.33
H 2.15 -1.16 -1.24
H 1.50 -2.26 0.00
H -3.62 1.20 0.31
H -2.46 1.07 -0.93
*
```

***

This record from OMol25 describes the molecule C8H5BrCl2. The level of theory is ωB97M-V/def2-TZVPD.

Its molar mass is 251.9 g/mol. Its orbital gap is 8.38 eV. As for the SMILES: ClC#C\C=C/C=C\C=C(\Cl)Br. For the relative energy (zero: lowest compared OMol25 entry of this formula, charge and spin), the calculation gives 68.1 kcal per mole.

```
! RIJCOSX wB97M-V def2-TZVPD def2/J DEFGRID3
* xyz 0 1
Cl -2.74 2.20 0.12
C -1.31 1.73 -0.57
C -0.38 1.38 -1.22
C 0.67 0.60 -1.83
C 1.59 -0.19 -1.14
C 1.67 -0.54 0.27
C 0.76 -0.47 1.24
C -0.70 -0.24 1.38
C -1.60 -1.08 0.87
Cl -3.33 -0.92 1.09
Br -0.87 -2.33 -0.45
H 0.98 0.89 -2.87
H 2.46 -0.37 -1.79
H 2.57 -0.72 0.63
H 1.21 -0.47 2.16
H -0.97 0.52 2.11
*
```

***

This record from OMol25 describes C32H32BrFN5O10PZr as an isolated structure. The level of theory is ωB97M-V/def2-TZVPD.

Its molar mass is 867.7 g/mol. Its orbital gap is 8.50 eV. For the relative energy (zero: lowest compared OMol25 entry of this formula, charge and spin), the calculation gives 0.0 kcal per mole.

```
! RIJCOSX wB97M-V def2-TZVPD def2/J DEFGRID3
* xyz 0 1
Zr 0.61 0.67 -2.14
C -0.34 4.07 4.62
C -1.10 2.77 4.54
C -2.52 2.93 4.95
C -3.28 1.62 4.92
C -3.05 0.80 3.76
C -3.78 -0.32 3.39
C -3.49 -1.04 2.19
F -4.21 -2.16 1.97
C -2.60 -0.56 1.31
C -1.80 0.54 1.63
C -0.88 1.12 0.70
O -0.88 0.64 -0.50
C -0.02 2.11 1.11
C -0.17 2.60 2.31
N -1.10 2.23 3.17
C -2.00 1.15 2.89
C 1.18 2.60 0.34
O 1.90 3.42 0.91
O 1.40 2.05 -0.81
H -0.52 4.56 5.54
H -0.63 4.78 3.84
H 0.78 4.04 4.59
H -0.67 1.94 5.13
H -2.91 3.72 4.31
H -2.62 3.47 5.92
H -4.35 1.88 5.00
H -3.05 1.08 5.79
H -4.54 -0.70 4.05
H -2.46 -1.05 0.35
H 0.53 3.32 2.68
N -0.85 -2.69 -0.24
C 0.29 -3.30 -0.96
C 1.40 -2.31 -0.83
O 2.49 -2.56 -0.41
O 1.08 -1.15 -1.23
H -1.58 -3.37 -0.22
H -1.09 -1.88 -0.78
H 0.12 -3.56 -2.05
H 0.55 -4.15 -0.36
N -0.98 -4.16 2.59
C -0.26 -3.28 2.85
C 0.48 -2.09 3.04
C 1.65 -1.74 2.33
C 2.31 -0.58 2.71
C 1.73 0.15 3.75
N 0.63 -0.16 4.44
C 0.02 -1.30 4.07
H 2.00 -2.46 1.59
H 3.24 -0.27 2.20
H 2.08 1.16 3.96
H -0.91 -1.51 4.60
Br -0.34 0.43 -7.09
C -1.67 -0.65 -6.37
C -2.68 -1.09 -7.29
C -3.56 -2.07 -6.91
C -3.66 -2.45 -5.59
C -2.80 -1.90 -4.62
C -1.76 -1.06 -5.06
C -0.83 -0.61 -4.00
O 0.31 -0.17 -4.22
O -1.27 -0.53 -2.79
H -2.59 -0.79 -8.36
H -4.34 -2.30 -7.67
H -4.49 -3.05 -5.15
H -2.90 -2.14 -3.58
C 5.37 1.01 -3.00
P 4.10 -0.03 -2.34
C 4.35 -0.02 -0.58
C 4.47 -1.67 -2.93
O 2.70 0.52 -2.69
H 6.27 0.47 -3.02
H 5.42 1.94 -2.44
H 5.09 1.22 -4.04
H 5.31 -0.41 -0.34
H 3.57 -0.66 -0.24
H 4.23 1.02 -0.32
H 5.55 -1.87 -2.74
H 4.19 -1.76 -4.02
H 3.91 -2.43 -2.42
O 1.05 2.55 -3.56
N -0.07 3.09 -3.36
O -0.86 2.35 -2.78
*
```